This record from the Open Molecules 2025 dataset describes an isolated molecule of CHBrN2O3 at a distorted geometry. The level of theory is ωB97M-V with the def2-TZVPD basis set.

Last column: Mulliken charge in e.
Cartesian coordinates (Å):
1 C 0.52875 0.12908 -0.17343  0.060
2 N 0.12993 -0.73528 -1.31390  0.048
3 N 0.22396 1.66850 -0.27793  0.842
4 O -0.93274 1.89489 -0.08278  -0.522
5 O -0.21232 -0.25483 -2.36131  -0.248
6 O 1.06151 2.35925 -0.72736  -0.489
7 Br 2.38288 -0.19423 -0.09323  -0.064
8 H -0.13107 -0.11471 0.74436  0.373

Atomic forces in eV per Å
C -1.352 1.091 1.771
N -0.889 -0.261 -1.528
N -0.195 -3.120 -1.224
O -1.202 0.749 0.608
O 0.546 0.124 1.831
O 1.372 1.845 -0.402
Br 0.258 -0.150 0.443
H 1.462 -0.277 -1.500

Its SMILES is O=N[C@@H](Br)[N+](=O)[O-]. The HOMO-LUMO gap is 9.12 eV. The calculation puts the LUMO energy at -1.24 eV. Its multiplicity is 1.

***

This record from the Open Molecules 2025 dataset describes a cluster of 2 separate species, CHBrNO2 in total at a distorted geometry. The level of theory is ωB97M-V with the def2-TZVPD basis set.

Last column: Mulliken charge in e.
Cartesian coordinates (Å):
1 C 0.87207 -0.00137 0.99083  0.685
2 N -1.10907 -0.06424 -0.46282  -0.646
3 O 1.73041 0.10949 0.20666  -0.426
4 O 0.33347 -0.11054 2.01994  -0.446
5 Br -1.01262 1.05313 -1.94352  -0.287
6 H -0.81426 -0.98647 -0.81107  0.121

Atomic forces in eV per Å
C -0.334 0.180 -0.432
N 0.298 -0.749 1.495
O 0.331 0.029 -0.391
O -0.384 -0.140 0.469
Br 0.191 0.383 -0.819
H -0.102 0.297 -0.322

The net charge is -1. The HOMO-LUMO gap is 6.40 eV. The calculation puts the LUMO energy at 3.95 eV. Its multiplicity is 1.

***

This record from the Open Molecules 2025 dataset describes the ion CHBrNO2 with charge -1 at a distorted geometry. The level of theory is ωB97M-V with the def2-TZVPD basis set.

Last column: Mulliken charge in e.
Cartesian coordinates (Å):
1 C 0.51342 0.13425 0.56499  -0.524
2 N -0.30475 0.01736 -0.77398  0.802
3 O -0.47003 1.06711 -1.41431  -0.657
4 O -0.66980 -1.11029 -1.14235  -0.638
5 Br 0.46740 -1.25231 1.81884  -0.235
6 H 0.46376 1.14387 0.94682  0.251

Atomic forces in eV per Å
C -1.292 0.601 -4.178
N 1.967 -0.325 4.438
O -0.036 -0.479 -0.104
O 0.022 0.704 -0.304
Br -0.370 -0.367 0.102
H -0.292 -0.134 0.046

The net charge is -1. Its SMILES is [O-][N+]([O-])=CBr. The HOMO-LUMO gap is 6.33 eV. The calculation puts the LUMO energy at 3.67 eV. Its multiplicity is 1.

***

This record from the Open Molecules 2025 dataset describes a structure of composition CHBrO2S at a distorted geometry. The level of theory is ωB97M-V with the def2-TZVPD basis set.

Last column: Mulliken charge in e.
Cartesian coordinates (Å):
1 C -0.04756 1.03532 0.61473  -0.251
2 O -0.87144 -0.76060 2.39971  -0.451
3 O 0.30258 1.25019 3.22056  -0.448
4 S 0.07157 0.29453 2.17802  0.858
5 Br 1.27337 2.26187 0.26926  0.021
6 H 0.03084 -0.15304 -0.48853  0.270

Atomic forces in eV per Å
C 0.815 -4.452 -2.483
O 0.398 -0.384 -0.120
O 0.628 -0.151 0.100
S -1.755 0.874 -0.541
Br 0.346 0.780 -0.281
H -0.431 3.333 3.325

The HOMO-LUMO gap (alpha / beta) is 7.67 / 7.67 eV. The calculation puts the LUMO energy (alpha / beta) at -2.11 / -2.11 eV. Its multiplicity is 1.

***

This record from the Open Molecules 2025 dataset describes a cluster of 2 separate species, CHBrOS2 in total at a distorted geometry. The level of theory is ωB97M-V with the def2-TZVPD basis set.

Last column: Mulliken charge in e.
Cartesian coordinates (Å):
1 C 0.22297 -0.03443 -1.74133  0.476
2 O 0.37304 1.05963 1.17805  -0.518
3 S 1.69971 -0.26031 -1.33762  -0.217
4 S -1.17206 0.37438 -2.23860  -0.270
5 Br -0.82851 0.15639 1.85467  0.334
6 H -0.29515 -1.29565 2.28482  0.195

Atomic forces in eV per Å
C 1.100 0.359 -0.069
O 1.065 0.607 -0.383
S -0.152 -0.357 0.037
S -0.884 -0.077 -0.081
Br -0.706 -2.418 1.139
H -0.423 1.887 -0.643

The HOMO-LUMO gap is 8.80 eV. The calculation puts the LUMO energy at -0.37 eV. Its multiplicity is 1.

***

This record from the Open Molecules 2025 dataset describes a cluster of 2 separate species, CHBrOS2 in total at a distorted geometry. The level of theory is ωB97M-V with the def2-TZVPD basis set.

Last column: Mulliken charge in e.
Cartesian coordinates (Å):
1 C 0.99720 1.06687 0.12721  0.190
2 O 1.65478 0.14007 -0.08263  -0.215
3 S -1.55605 0.45360 -0.32778  -0.190
4 S -0.80995 -1.23233 -0.88918  -0.022
5 Br -1.23130 -2.58309 0.88206  -0.110
6 H 0.94532 2.15489 0.29032  0.346

Atomic forces in eV per Å
C -1.986 -0.817 -0.727
O -0.577 1.262 0.422
S 2.030 1.357 0.377
S -0.325 -1.343 0.075
Br 0.251 0.014 -0.289
H 0.608 -0.472 0.142

The HOMO-LUMO gap (alpha / beta) is 7.22 / 7.22 eV. The calculation puts the LUMO energy (alpha / beta) at -0.90 / -0.91 eV. Its multiplicity is 1.

***

This record from the Open Molecules 2025 dataset describes an isolated molecule of CHCl2FS2 at a distorted geometry. The level of theory is ωB97M-V with the def2-TZVPD basis set.

Last column: Mulliken charge in e.
Cartesian coordinates (Å):
1 C 2.56563 0.79909 0.66900  0.418
2 F 3.05148 0.74616 -0.57224  -0.163
3 S 0.61774 -0.60359 -0.85537  -0.180
4 S 1.68197 -0.84666 0.74701  0.000
5 Cl 1.53704 2.29637 0.75503  -0.118
6 Cl 3.87003 0.81616 1.82889  -0.118
7 H -0.62664 -0.22505 -0.63098  0.161

Atomic forces in eV per Å
C -0.853 -0.364 -0.209
F 0.996 0.940 -0.595
S -0.151 -0.730 -3.000
S 0.130 0.748 2.281
Cl 0.531 -0.990 0.214
Cl -0.070 0.081 0.130
H -0.583 0.315 1.177

Its SMILES is FC(Cl)(Cl)SS. The HOMO-LUMO gap is 10.27 eV. The calculation puts the LUMO energy at 0.33 eV. Its multiplicity is 1.

***

This record from the Open Molecules 2025 dataset describes a cluster of 2 separate species, CHCl2NO2S in total at a distorted geometry. The level of theory is ωB97M-V with the def2-TZVPD basis set.

Last column: Mulliken charge in e.
Cartesian coordinates (Å):
1 C 1.44040 -4.55102 0.86860  -0.352
2 N -1.13151 4.08406 -1.12159  0.650
3 O -0.18579 4.60354 -1.64880  -0.548
4 O -1.15722 3.87675 0.06974  -0.547
5 S -2.55591 3.71807 -2.20255  -0.555
6 Cl -0.27749 -4.25309 1.57469  -0.350
7 Cl 2.57760 -3.90895 2.15455  -0.309
8 H 1.28992 -3.56937 0.30536  0.011

Atomic forces in eV per Å
C -0.758 1.524 -1.212
N -1.936 -0.188 -0.989
O 1.683 0.746 -0.889
O -0.418 -0.474 1.002
S 0.628 0.047 0.829
Cl -0.839 -0.526 0.683
Cl 0.615 0.096 0.645
H 1.024 -1.224 -0.069

The net charge is -2. The HOMO-LUMO gap is 6.82 eV. The calculation puts the LUMO energy at 5.60 eV. Its multiplicity is 1.

***

This record from the Open Molecules 2025 dataset describes a cluster of 2 separate species, CHCl2NOS in total at a distorted geometry. The level of theory is ωB97M-V with the def2-TZVPD basis set.

Last column: Mulliken charge in e.
Cartesian coordinates (Å):
1 C -0.38376 0.31089 1.91485  0.630
2 N 0.63773 0.03976 1.30366  -0.464
3 O -1.34606 0.79152 2.38636  -0.409
4 S -0.22558 0.19068 -1.74614  0.193
5 Cl 0.99053 0.59353 -3.35719  -0.163
6 Cl -1.20083 -1.42003 -2.09350  -0.068
7 H 1.52796 -0.50635 1.59197  0.281

Atomic forces in eV per Å
C 0.824 0.966 0.120
N 1.214 -1.392 1.117
O 0.618 -0.957 -0.485
S 1.430 2.192 0.320
Cl -0.433 -0.331 0.187
Cl -0.988 -1.864 -0.700
H -2.665 1.385 -0.559

Its SMILES is ClSCl.N=C=O. The HOMO-LUMO gap is 8.71 eV. The calculation puts the LUMO energy at -0.32 eV. Its multiplicity is 1.

***

This record from the Open Molecules 2025 dataset describes an isolated molecule of CHCl3 at a distorted geometry. The level of theory is ωB97M-V with the def2-TZVPD basis set.

Last column: Mulliken charge in e.
Cartesian coordinates (Å):
1 C 0.11337 -0.09776 -0.07705  0.043
2 Cl -0.25366 0.43766 1.60485  -0.138
3 Cl 0.76383 1.31044 -0.99511  -0.100
4 Cl -1.41463 -0.75623 -0.76334  -0.107
5 H 0.79107 -0.89410 0.23063  0.302

Atomic forces in eV per Å
C -0.958 0.619 1.209
Cl -0.150 0.357 -0.090
Cl -0.278 -1.390 0.392
Cl 1.084 0.304 -0.040
H 0.301 0.109 -1.472

Its SMILES is ClC(Cl)Cl. The HOMO-LUMO gap is 11.67 eV. The calculation puts the LUMO energy at 0.51 eV. Its multiplicity is 1.

***

This record from the Open Molecules 2025 dataset describes an isolated molecule of CHClF2O at a distorted geometry. The level of theory is ωB97M-V with the def2-TZVPD basis set.

Last column: Mulliken charge in e.
Cartesian coordinates (Å):
1 C -0.26342 0.16905 -0.01506  0.642
2 O 1.01270 0.11977 0.39737  -0.447
3 F -0.19835 0.71110 -1.27748  -0.215
4 F -1.03184 0.99523 0.69604  -0.187
5 Cl -1.14020 -1.39834 -0.00102  -0.145
6 H 1.62111 -0.59681 0.20015  0.352

Atomic forces in eV per Å
C 0.481 -0.196 -1.585
O -0.189 0.996 1.762
F -0.887 -0.655 0.319
F 0.924 0.060 0.282
Cl 0.485 0.231 -0.342
H -0.815 -0.437 -0.436

Its SMILES is OC(F)(F)Cl. The HOMO-LUMO gap is 12.52 eV. The calculation puts the LUMO energy at 0.52 eV. Its multiplicity is 1.

***

This record from the Open Molecules 2025 dataset describes an isolated molecule of CHClF3NO2S at a distorted geometry. The level of theory is ωB97M-V with the def2-TZVPD basis set.

Last column: Mulliken charge in e.
Cartesian coordinates (Å):
1 C 0.80633 0.03336 -1.74608  0.616
2 N -1.20350 -1.05033 2.83936  -0.333
3 O -0.71157 0.59525 0.33009  -0.434
4 O 1.40093 1.91932 0.10745  -0.520
5 F -0.02230 -1.01799 -1.80938  -0.228
6 F 0.30449 1.12725 -2.37620  -0.209
7 F 1.90043 -0.33495 -2.25517  -0.179
8 S 0.83447 0.60279 0.31419  0.591
9 Cl -1.71276 0.18941 2.07764  0.417
10 H -1.59653 -2.06412 2.51809  0.278

Atomic forces in eV per Å
C -3.074 0.978 2.663
N 0.003 -3.182 0.466
O -0.284 0.205 -0.546
O 0.103 0.433 0.681
F -0.500 0.341 -0.325
F 0.440 -1.296 0.369
F 2.664 -0.101 -0.899
S 0.600 -0.448 -2.289
Cl -0.475 -0.171 -0.341
H 0.522 3.241 0.221

The HOMO-LUMO gap (alpha / beta) is 7.33 / 6.35 eV. The calculation puts the LUMO energy (alpha / beta) at -2.13 / -2.80 eV. Its multiplicity is 1.